{"formula": "C3H9NO", "method": "the ωB97M-V functional and the def2-TZVPD basis", "symbols": ["O", "N", "C", "C", "C", "H", "H", "H", "H", "H", "H", "H", "H", "H"], "xyz": [[-1.117167, 0.389671, 0.252069], [-0.835345, 0.440820, -2.095453], [1.214703, -0.658991, 2.176191], [1.712598, -1.010900, 0.987490], [-1.636709, 0.785595, -1.009545], [-0.094742, -0.249021, -1.935888], [1.891691, -0.515854, 3.006324], [0.158247, -0.830479, 2.342259], [-2.693970, 0.453357, -1.041577], [1.073581, -1.341207, 0.175595], [2.761414, -0.915102, 0.733349], [-1.813719, 1.876722, -0.923063], [-0.446990, 1.184044, -2.674174], [-0.173586, 0.391341, 0.006418]], "forces_ev_per_angstrom": [[-0.06, 0.04, -2.63], [1.04, 0.35, 0.42], [0.26, -1.38, -0.75], [0.04, 0.86, 0.05], [-0.44, 0.26, 2.11], [-0.51, -0.38, -0.04], [-0.20, 0.53, 0.09], [0.01, 0.33, 0.35], [0.00, -0.36, -0.36], [-0.13, -0.17, -0.02], [0.03, -0.19, 0.17], [0.15, 0.24, -0.53], [-0.65, 0.08, -0.45], [0.49, -0.21, 1.59]], "s_squared": 0.76, "e_homo_ev": [-13.9, -13.8], "charge": 1, "gap_ev": [10.123, 4.284], "multiplicity": 2, "de_lowest_kcal_mol": 67.1}


{"formula": "C19H39N9O3SeSiTi", "method": "the ωB97M-V functional and the def2-TZVPD basis", "symbols": ["Se", "Ti", "Si", "O", "O", "O", "N", "N", "N", "N", "N", "N", "N", "N", "N", "C", "C", "C", "C", "C", "C", "C", "C", "C", "C", "C", "C", "C", "C", "C", "C", "C", "C", "C", "H", "H", "H", "H", "H", "H", "H", "H", "H", "H", "H", "H", "H", "H", "H", "H", "H", "H", "H", "H", "H", "H", "H", "H", "H", "H", "H", "H", "H", "H", "H", "H", "H", "H", "H", "H", "H", "H", "H"], "xyz": [[-1.518664, 1.363548, 0.392279], [0.304391, -0.249072, -0.272289], [1.553237, 1.839453, -2.421356], [0.624697, 0.550879, -1.768783], [1.585807, 0.326730, 0.923096], [1.319863, 1.890416, 2.510630], [1.422844, -1.995486, -0.743055], [-1.131043, 2.679717, 3.878403], [2.221933, -3.479219, -2.367795], [-0.147377, -1.263380, 1.823854], [-0.530005, 1.370304, 5.688753], [-1.175002, -1.528608, -1.004520], [0.199344, -2.394251, -2.677942], [-2.027063, -2.017111, -3.115374], [-2.706507, 2.088950, 5.461388], [1.373139, 3.291097, -1.304595], [1.600224, 0.175617, 5.010130], [-2.669593, 1.559717, -2.232711], [-4.851935, -0.078943, -1.697127], [-3.596089, 1.282487, -3.230506], [-1.447479, 2.051593, 5.006197], [0.819857, -0.777719, 4.100631], [2.037263, -4.239387, -3.605672], [-2.829845, 1.019053, -0.960608], [0.921940, 1.464043, 5.484274], [1.312687, -2.630323, -1.881486], [-4.683530, 0.455874, -2.969946], [3.302178, 1.223074, -2.411808], [0.915114, 2.153993, -4.119387], [-3.931399, 0.207529, -0.691941], [-1.029476, -1.950596, -2.228592], [1.106758, 0.782638, 2.086459], [0.215040, -0.217612, 2.809703], [3.512997, -3.575036, -1.687394], [3.548865, 0.635453, -3.299461], [1.933355, 4.140982, -1.705004], [1.359772, 1.776299, 6.431318], [-0.697256, 0.341061, 3.022173], [-1.850964, 3.150239, 3.353994], [2.263561, -2.227723, -0.231809], [-3.473782, 1.722196, -4.212778], [-5.409813, 0.251060, -3.745906], [1.772389, 3.059264, -0.313802], [4.171301, -4.205548, -2.275698], [1.116019, 1.310533, -4.784342], [1.915325, -0.404701, 5.878469], [2.517372, 0.483733, 4.504026], [-1.876868, -2.276038, -4.075261], [-4.076075, -0.187850, 0.305596], [1.013843, -4.599112, -3.698217], [-0.160918, 2.342345, -4.114599], [3.403237, -4.022513, -0.698180], [4.001664, 2.061795, -2.365942], [0.511167, -2.035434, 1.903063], [-0.849483, 0.872567, 6.505309], [-2.902288, -1.559144, -2.896485], [1.402336, 3.034806, -4.547523], [-3.415129, 2.595725, 4.958593], [-5.710056, -0.701780, -1.478685], [-1.068475, -1.643689, 2.015694], [-1.824300, 2.203377, -2.437729], [-0.289804, 2.416066, 3.361477], [1.114863, 2.261567, 4.776504], [0.256132, -2.683018, -3.639868], [2.667606, -5.122114, -3.560825], [1.520070, -1.574757, 3.832764], [2.314985, -3.658414, -4.487170], [3.981637, -2.593061, -1.599931], [3.475204, 0.607736, -1.525025], [0.010867, -1.260420, 4.654478], [0.330374, 3.592745, -1.189416], [-2.923401, 1.819082, 6.405762], [-2.147637, -1.303285, -0.808473]], "forces_ev_per_angstrom": [[-0.40, 0.19, 0.47], [-0.76, -0.85, -0.43], [0.07, -0.23, 0.09], [0.51, 0.44, -0.63], [0.38, 0.94, 1.13], [-0.03, 0.14, 0.03], [0.03, -0.10, -0.26], [-0.06, -0.18, -0.03], [0.14, -0.02, -0.07], [0.21, 0.04, 0.32], [0.05, -0.09, 0.01], [-0.26, -0.17, -0.31], [-0.09, -0.04, 0.09], [-0.12, 0.03, -0.01], [0.02, 0.01, -0.02], [-0.10, 0.14, 0.16], [0.04, -0.03, 0.00], [-0.05, -0.03, -0.06], [0.04, 0.04, -0.02], [0.04, 0.00, 0.02], [-0.01, 0.08, -0.02], [0.06, -0.01, 0.04], [-0.04, -0.03, 0.09], [0.01, 0.00, -0.13], [-0.06, 0.05, 0.00], [-0.04, 0.16, 0.10], [-0.01, -0.02, 0.05], [0.17, -0.07, -0.05], [-0.11, 0.02, -0.25], [0.00, 0.02, -0.05], [0.12, -0.12, 0.15], [0.48, -0.47, -0.43], [-0.19, -0.14, -0.18], [0.00, 0.00, -0.04], [-0.02, -0.01, 0.05], [-0.02, -0.04, 0.02], [0.02, -0.01, 0.01], [-0.02, -0.13, 0.05], [0.02, 0.03, 0.00], [-0.02, -0.02, 0.00], [0.00, -0.01, 0.02], [0.01, 0.00, 0.01], [-0.02, 0.05, 0.02], [-0.01, -0.02, 0.01], [-0.04, 0.03, 0.00], [-0.01, -0.04, -0.01], [0.02, -0.01, 0.06], [-0.01, -0.07, 0.02], [-0.01, -0.02, 0.03], [-0.02, 0.01, 0.03], [0.03, 0.01, -0.04], [0.02, -0.03, 0.00], [-0.01, -0.04, -0.03], [-0.09, -0.04, -0.03], [-0.01, 0.04, 0.01], [0.02, 0.05, -0.04], [-0.02, -0.05, 0.01], [0.00, -0.03, 0.00], [0.00, 0.01, 0.01], [-0.01, 0.09, -0.08], [-0.01, -0.01, 0.01], [0.08, 0.30, 0.13], [-0.08, 0.05, 0.02], [0.01, 0.01, 0.01], [0.03, 0.01, -0.02], [-0.03, -0.02, -0.03], [0.01, 0.02, -0.01], [-0.03, 0.02, 0.02], [0.04, 0.03, 0.01], [0.01, 0.01, 0.01], [0.03, 0.03, 0.02], [0.01, 0.03, 0.01], [0.09, 0.04, -0.02]], "e_homo_ev": -13.1, "charge": 2, "gap_ev": 7.944}


{"formula": "C33H29N3PdSiTe", "method": "the ωB97M-V functional and the def2-TZVPD basis", "symbols": ["Te", "Pd", "Si", "N", "N", "N", "C", "C", "C", "C", "C", "C", "C", "C", "C", "C", "C", "C", "C", "C", "C", "C", "C", "C", "C", "C", "C", "C", "C", "C", "C", "C", "C", "C", "C", "C", "C", "C", "C", "H", "H", "H", "H", "H", "H", "H", "H", "H", "H", "H", "H", "H", "H", "H", "H", "H", "H", "H", "H", "H", "H", "H", "H", "H", "H", "H", "H", "H"], "xyz": [[-1.824515, 0.456236, -1.245386], [0.214150, 0.112488, 0.326596], [2.795842, -0.500297, -3.902644], [2.845694, -0.353974, 10.290314], [1.944473, -0.053143, 1.338244], [-0.824702, 0.260546, 2.109144], [-4.381329, 2.066440, -1.318595], [-1.603508, 1.077745, -4.203602], [2.184106, -0.210928, 7.783943], [-1.762989, 0.037433, -3.295738], [4.154733, 0.065371, 1.807507], [-1.821915, -0.494163, -6.012918], [3.501684, -2.222441, -3.848589], [-4.761079, -0.299363, -0.987721], [-1.938657, -1.268981, -3.737296], [1.162813, -0.109568, -1.379082], [3.494635, 0.084458, 3.006889], [2.553961, -0.288594, 9.181163], [-0.292846, 0.085023, 3.379269], [1.099732, 0.946937, 5.982002], [4.175807, 0.749700, -3.898933], [1.073137, 0.008568, 3.657451], [-1.965731, -1.531368, -5.101632], [-2.144019, 0.277320, 2.252285], [1.800160, -0.300948, -5.462594], [-3.895159, 0.776136, -1.143138], [1.465628, -0.063688, 5.096407], [1.458682, 0.880556, 7.317822], [2.197086, -1.147338, 5.574001], [2.099659, 0.000894, 2.723400], [-2.530333, 0.098188, 3.594751], [3.158871, -0.021598, 0.810749], [-6.131926, -0.079809, -1.029339], [-1.360858, -0.032127, 4.307495], [1.752454, -0.243417, -2.435105], [-1.641219, 0.807251, -5.564745], [2.552901, -1.227282, 6.909810], [-5.754429, 2.274229, -1.359424], [-6.626944, 1.203267, -1.218262], [0.987089, -1.030586, -5.505886], [3.116280, -2.073832, 7.277595], [-6.140028, 3.275843, -1.499914], [1.357329, 0.696316, -5.524775], [2.700462, -2.964840, -3.814067], [3.778101, 1.767524, -3.901899], [-3.698799, 2.898635, -1.424040], [2.440603, -0.445937, -6.337752], [-1.449149, 2.089428, -3.851768], [-1.263361, -0.209280, 5.366485], [4.797441, 0.623479, -4.790044], [-7.696018, 1.369383, -1.253584], [-3.540799, 0.068595, 3.970361], [4.133750, -2.371033, -2.969486], [3.285522, -0.061125, -0.257404], [2.467187, -1.946298, 4.895800], [4.106753, -2.413315, -4.739661], [-6.811716, -0.914217, -0.913314], [-1.841493, -0.701129, -7.075458], [-1.520283, 1.615114, -6.275836], [0.552115, 1.804279, 5.612835], [-2.806364, 0.425132, 1.412950], [4.816942, 0.643279, -3.020146], [-2.097560, -2.548378, -5.449630], [-4.373311, -1.298329, -0.838675], [1.179688, 1.671226, 8.000773], [-2.052629, -2.075474, -3.025167], [3.929881, 0.174962, 3.988289], [5.218317, 0.110820, 1.638918]], "forces_ev_per_angstrom": [[0.28, 0.54, -0.55], [-0.13, -0.29, 0.15], [0.01, -0.02, -0.10], [0.00, 0.01, 0.01], [0.08, 0.16, 0.17], [0.23, -0.06, 0.09], [-0.14, -0.06, 0.02], [-0.04, -0.05, 0.00], [0.06, 0.00, 0.28], [0.04, -0.18, -0.01], [0.02, -0.03, -0.07], [-0.02, 0.01, 0.02], [0.07, -0.18, 0.01], [-0.16, 0.08, 0.00], [0.01, 0.06, -0.12], [-0.15, 0.05, 0.15], [-0.10, -0.02, 0.02], [-0.08, 0.00, -0.29], [-0.18, -0.12, -0.03], [0.06, 0.12, 0.01], [0.14, 0.14, 0.01], [0.05, 0.02, 0.13], [0.00, 0.02, 0.03], [-0.22, 0.04, 0.10], [-0.11, 0.02, -0.12], [0.02, -0.17, 0.22], [-0.04, 0.01, -0.06], [-0.05, 0.06, -0.05], [-0.04, -0.13, 0.03], [0.13, 0.06, 0.02], [-0.01, 0.02, -0.03], [0.17, -0.02, -0.09], [0.02, -0.02, 0.02], [0.02, 0.04, 0.02], [-0.10, 0.01, 0.17], [0.00, -0.02, 0.00], [0.03, -0.06, -0.06], [0.02, -0.01, 0.02], [0.04, 0.01, -0.01], [0.04, 0.05, -0.01], [-0.01, -0.01, 0.00], [0.00, -0.01, 0.00], [0.02, -0.05, -0.01], [0.04, 0.01, -0.01], [0.03, -0.03, -0.01], [0.01, -0.01, -0.01], [-0.04, 0.00, 0.01], [0.00, -0.01, 0.00], [0.03, 0.03, -0.03], [0.01, 0.03, 0.04], [0.01, 0.00, 0.00], [0.03, 0.00, -0.03], [-0.03, 0.01, -0.03], [0.02, 0.02, -0.01], [0.03, 0.03, -0.01], [-0.01, -0.02, 0.04], [0.00, 0.01, 0.00], [0.00, 0.00, 0.01], [0.00, -0.02, 0.01], [-0.04, -0.03, 0.01], [-0.02, -0.03, -0.01], [-0.03, 0.00, -0.03], [0.00, 0.02, 0.00], [0.01, 0.00, -0.01], [0.01, 0.00, -0.01], [0.02, 0.00, 0.00], [-0.02, -0.04, 0.01], [-0.03, 0.01, -0.02]], "e_homo_ev": -7.7, "gap_ev": 6.804}


{"formula": "C32H30CdN8O2S2Te", "method": "the ωB97M-V functional and the def2-TZVPD basis", "symbols": ["Te", "Cd", "S", "S", "O", "O", "N", "N", "N", "N", "N", "N", "N", "N", "C", "C", "C", "C", "C", "C", "C", "C", "C", "C", "C", "C", "C", "C", "C", "C", "C", "C", "C", "C", "C", "C", "C", "C", "C", "C", "C", "C", "C", "C", "C", "C", "H", "H", "H", "H", "H", "H", "H", "H", "H", "H", "H", "H", "H", "H", "H", "H", "H", "H", "H", "H", "H", "H", "H", "H", "H", "H", "H", "H", "H", "H"], "xyz": [[-3.102766, 0.618501, -1.366852], [-0.487578, -0.067476, -1.267902], [3.943262, 1.071553, -1.754400], [3.338072, -1.994000, -0.584901], [4.654917, -1.518263, -0.941963], [2.951986, -3.327627, -0.970290], [2.539991, -1.486797, 5.282351], [1.392732, 1.096393, -1.502635], [-0.115675, -0.466185, 3.413726], [-0.614204, -2.483681, -0.869869], [0.114783, -1.411654, -3.240248], [-0.322688, -0.821089, 1.113020], [2.199707, -0.991503, -1.053419], [-0.859597, -2.998126, 0.385222], [-3.529512, 3.437147, -2.500685], [0.001143, -0.097055, 2.127023], [2.816685, -1.660164, 3.918263], [-0.039676, -3.246887, -1.699026], [-0.919401, -2.032296, 5.079258], [-1.476968, 2.779113, 0.655052], [0.786342, -3.561789, -4.019375], [-0.744416, -2.134663, 1.331890], [3.203376, -1.913997, 1.175485], [3.456375, -0.644661, 3.196849], [-1.041392, -2.547163, 2.713213], [0.902327, -1.672535, -5.473236], [-2.737530, 7.055197, -1.614035], [2.429977, 0.277292, -1.368924], [-2.894336, 2.737438, -1.460929], [1.756542, 2.353938, -1.930994], [2.572565, -2.923076, 1.882056], [-4.296321, 2.734499, -3.587914], [-2.195074, 3.453732, -0.481190], [-2.777751, 5.551428, -1.562775], [-1.835823, -4.135132, 4.337873], [-1.485598, -3.257396, 5.365710], [-1.617590, -3.779341, 3.022667], [-0.694571, -1.685030, 3.749889], [0.290533, -2.720827, -3.035780], [3.661556, -0.777856, 1.835424], [-2.150606, 4.845733, -0.549712], [2.393985, -2.803876, 3.251171], [0.409274, -0.903073, -4.428805], [-3.458350, 4.825283, -2.530737], [3.076611, 2.534883, -2.108878], [1.096725, -3.026010, -5.259249], [-1.877071, -4.440804, 2.207939], [0.250820, 0.126505, 4.141751], [1.490656, -3.656847, -6.045009], [-0.652021, -1.341764, 5.870943], [-2.361826, 7.407219, -2.576316], [-1.609026, 5.389942, 0.217618], [-4.612050, 3.444799, -4.352064], [3.193195, -0.885912, 5.761161], [3.800070, 0.244061, 3.714031], [-2.134838, 2.087873, 1.186288], [4.169781, -0.001392, 1.276865], [2.406830, -2.350357, 5.787402], [1.903703, -3.597804, 3.804253], [0.255169, -4.259854, -1.438947], [3.588864, 3.430382, -2.417360], [-0.630338, 2.191944, 0.286795], [0.938301, -4.610383, -3.802749], [1.136504, -1.211819, -6.422371], [-3.953710, 5.354809, -3.338791], [0.987082, 3.099492, -2.070952], [2.228327, -3.803491, 1.353778], [-5.185484, 2.241887, -3.188608], [0.377550, 0.906552, 1.958950], [-1.665821, -3.533249, 6.396411], [-1.087919, 3.520529, 1.354401], [0.257942, 0.164358, -4.543760], [-2.095087, 7.459163, -0.832022], [-2.282591, -5.091309, 4.573400], [-3.735232, 7.477884, -1.479826], [-3.693844, 1.954667, -4.054635]], "forces_ev_per_angstrom": [[0.04, 0.09, -0.01], [-0.20, -0.39, -0.03], [-0.01, 0.01, 0.02], [0.01, 0.00, -0.05], [0.03, 0.00, 0.03], [-0.04, -0.02, 0.00], [-0.02, 0.04, -0.03], [-0.17, 0.14, -0.07], [-0.04, 0.05, 0.02], [0.15, 0.26, 0.21], [-0.03, 0.05, -0.03], [0.12, -0.10, -0.03], [-0.05, -0.02, -0.02], [-0.01, -0.03, -0.03], [0.02, 0.02, 0.01], [-0.06, 0.07, 0.03], [0.08, 0.16, 0.01], [0.02, -0.02, -0.01], [0.01, 0.00, 0.05], [-0.03, 0.00, 0.02], [0.02, 0.02, 0.00], [-0.05, 0.06, 0.02], [0.04, 0.03, 0.07], [-0.01, -0.10, 0.01], [0.06, 0.00, -0.08], [0.00, -0.01, 0.00], [0.00, -0.01, 0.00], [0.18, -0.08, -0.11], [-0.02, 0.01, 0.01], [-0.01, 0.09, 0.08], [0.03, -0.06, -0.05], [-0.01, 0.01, 0.01], [-0.02, 0.01, -0.01], [0.00, 0.02, 0.00], [0.01, 0.02, -0.01], [-0.01, 0.00, -0.02], [0.00, 0.00, 0.01], [0.03, -0.05, -0.01], [0.02, 0.00, 0.01], [-0.08, -0.05, 0.07], [0.04, 0.00, -0.01], [-0.10, -0.05, 0.02], [0.02, -0.02, 0.03], [0.01, -0.01, -0.02], [-0.01, -0.04, 0.02], [0.00, 0.00, 0.00], [0.00, 0.00, 0.00], [0.00, -0.04, -0.03], [0.00, 0.00, 0.00], [0.02, -0.04, -0.04], [0.00, 0.00, 0.00], [0.00, 0.00, 0.00], [-0.01, 0.00, 0.00], [0.03, 0.00, 0.01], [0.02, 0.01, 0.01], [0.00, -0.01, -0.02], [0.01, 0.00, 0.01], [-0.02, 0.01, -0.01], [-0.01, 0.01, 0.00], [-0.03, -0.04, -0.01], [-0.01, 0.00, 0.01], [0.03, 0.01, -0.02], [0.00, 0.00, 0.00], [0.00, 0.00, 0.00], [0.00, 0.00, 0.00], [-0.01, 0.01, -0.02], [0.00, 0.03, 0.00], [0.01, -0.01, 0.00], [0.05, -0.02, -0.02], [0.00, 0.00, 0.00], [-0.02, 0.00, 0.01], [-0.01, 0.00, 0.00], [0.00, 0.00, 0.00], [0.00, 0.00, 0.00], [0.00, 0.00, 0.00], [0.01, 0.00, -0.01]], "e_homo_ev": -6.9, "gap_ev": 6.513, "de_lowest_kcal_mol": 0.0}


Number 3 is which compound? C33H29N3PdSiTe


Which formula does entry 4 have? C32H30CdN8O2S2Te